Below is a structure of composition C3H7OSn in a non-equilibrium geometry, with properties calculated with ωB97M-V with the def2-TZVPD basis set.

Values from the calculation:
relative energy (zero: lowest compared OMol25 entry of this formula, charge and spin)	126.6	kcal per mole
lowest unoccupied orbital energy	-8.14	eV
energy	-407.49364	Eh
charge	+1
gap between HOMO and LUMO	2.8	eV

XYZ file:
```
12
Properties=species:S:1:pos:R:3:forces:R:3:nbo_charge:R:1
Sn -15.968 17.622 1.330 -0.1858 0.0008 -0.3223 0.876
C -20.547 19.059 -2.111 -0.1364 -0.6439 1.0052 -0.635
C -20.090 17.953 -3.073 2.8859 2.4459 0.9724 0.014
C -20.800 17.966 -4.361 -0.8996 -0.7357 -2.8220 -0.635
O -18.682 17.863 -3.173 -2.4607 -0.1896 0.3076 -0.275
H -20.591 20.082 -2.485 0.0939 -0.2447 -0.4321 0.235
H -19.935 19.064 -1.209 0.3710 0.0300 -0.1154 0.210
H -21.522 18.776 -1.714 -0.3138 0.2336 -0.2890 0.220
H -20.428 17.011 -2.640 0.2120 -0.9461 0.5330 0.281
H -20.634 18.760 -5.089 0.6135 0.6253 0.6579 0.240
H -21.884 17.971 -4.243 0.0255 -0.2731 0.3813 0.234
H -20.519 17.093 -4.951 -0.2055 -0.3025 0.1235 0.235
```
Positions in Å, forces in eV/Å.

---

Below is a cluster of 3 separate species, C5H14NO2 in total in a non-equilibrium geometry, with properties calculated with ωB97M-V with the def2-TZVPD basis set.

Values from the calculation:
relative energy (zero: lowest compared OMol25 entry of this formula, charge and spin)	78.6	kcal per mole
lowest unoccupied orbital energy	-5.01	eV
energy	-403.81613	Eh
charge	+1
gap between HOMO and LUMO	9.3	eV

XYZ file:
```
22
Properties=species:S:1:pos:R:3:forces:R:3:nbo_charge:R:1
C 0.075 1.443 2.389 0.6822 -2.5341 2.6677 -0.637
C -0.624 2.014 1.251 0.8192 0.9224 -3.8824 -0.462
C -0.065 1.396 -0.101 -2.3543 -0.1404 2.3938 0.146
C 0.960 1.862 -0.770 0.5901 -1.7648 -1.5072 -0.343
C -1.365 -0.690 0.318 -1.0373 0.5813 -1.3514 0.102
N -0.796 0.143 -0.511 0.6664 0.9984 2.9520 -0.423
H 0.991 1.964 2.730 -0.8251 -0.0471 -0.1525 0.245
H -0.733 1.426 3.102 0.4346 0.3363 1.4852 0.233
H 0.370 0.343 2.403 -0.2895 1.2020 -0.7282 0.202
H -1.732 2.040 1.296 0.6350 -0.5445 -0.1151 0.232
H -0.342 3.080 1.228 -0.2638 -0.3146 -0.3001 0.253
H 1.611 2.609 -0.353 -0.2279 0.5131 -0.2322 0.248
H 1.266 1.304 -1.687 0.0232 0.7059 0.7969 0.224
H -2.085 -1.410 -0.148 1.2199 0.2353 0.4036 0.238
H -1.365 -0.651 1.444 0.3599 0.5175 -1.4855 0.249
H -0.734 -0.013 -1.498 -0.3391 -0.8095 -1.0397 0.473
H 0.084 -4.407 -1.487 0.7480 1.2384 0.5094 0.485
H 1.325 -4.465 -0.643 -0.3067 0.9583 -0.1580 0.488
O 0.714 -3.790 -1.017 -0.4680 -2.0350 -0.3210 -0.971
H 0.782 -1.786 -1.964 2.8595 -3.4937 4.3866 0.484
H 1.184 -1.069 -3.326 -1.3666 -1.0041 1.8665 0.505
O 0.478 -1.343 -2.655 -1.5596 4.4789 -6.1883 -0.974
```
Positions in Å, forces in eV/Å.

---

Below is a cluster of 2 separate species, C3H7NO2 in total, with properties calculated with ωB97M-V with the def2-TZVPD basis set.

Values from the calculation:
relative energy (zero: lowest compared OMol25 entry of this formula, charge and spin)	71.8	kcal per mole
lowest unoccupied orbital energy	-0.02	eV
energy	-323.66660	Eh
charge	0
gap between HOMO and LUMO	9.5	eV

XYZ file:
```
13
Properties=species:S:1:pos:R:3:forces:R:3:nbo_charge:R:1
C -1.996 0.139 0.163 -0.2914 0.0011 -0.2162 -0.719
C -1.332 -0.670 -0.752 -0.1460 0.1324 0.1254 0.004
O 0.887 1.090 -0.883 0.0921 -0.1980 0.1972 -0.729
C 1.260 0.259 -0.050 0.0483 -0.0396 0.0196 0.872
O 0.498 -0.689 0.462 0.0491 0.2687 -0.0588 -0.792
N 2.556 0.244 0.405 0.0063 0.0997 0.0468 -0.849
H -2.024 1.209 -0.027 0.0068 -0.1604 0.0388 0.256
H -0.845 -0.087 0.646 0.2972 -0.1532 -0.0597 0.456
H -2.740 -0.287 0.829 0.1370 0.0290 -0.0881 0.239
H -1.407 -1.752 -0.706 0.0265 0.1584 0.0081 0.218
H -0.731 -0.221 -1.537 -0.1100 -0.0836 0.0974 0.261
H 2.763 -0.301 1.226 -0.0530 0.0588 -0.1114 0.392
H 3.111 1.065 0.224 -0.0630 -0.1133 0.0010 0.393
```
Positions in Å, forces in eV/Å.

---

Below is an isolated molecule of C6H5N3O in a non-equilibrium geometry, with properties calculated with ωB97M-V with the def2-TZVPD basis set.

Values from the calculation:
relative energy (zero: lowest compared OMol25 entry of this formula, charge and spin)	10.5	kcal per mole
lowest unoccupied orbital energy	0.76	eV
energy	-471.12970	Eh
SMILES	O=c1[nH]ncn2cccc12
charge	0
gap between HOMO and LUMO	9.8	eV

XYZ file:
```
15
Properties=species:S:1:pos:R:3:forces:R:3:nbo_charge:R:1
C 1.229 0.288 1.252 0.2178 0.7939 0.2099 0.622
C 0.813 0.559 -1.479 -1.1285 -0.7058 -1.5687 0.221
C -1.438 -0.534 -1.058 0.5634 1.2554 -1.6842 -0.052
C -2.039 -0.952 0.089 -0.3079 -0.0536 0.5875 -0.274
C -1.153 -0.731 1.197 0.0379 -0.1391 -0.5003 -0.221
C 0.007 -0.226 0.650 -0.4607 0.0346 0.1579 0.006
H 2.947 1.307 0.609 0.2284 0.1076 0.4411 0.407
H 0.662 0.579 -2.564 -0.1569 -0.0258 0.4568 0.201
H -1.825 -0.278 -2.096 0.5507 -0.8731 1.6222 0.229
H -3.042 -1.358 0.127 0.1362 0.1410 0.1137 0.233
H -1.370 -0.865 2.258 0.2438 -0.1054 -0.5373 0.247
N 2.032 1.012 0.337 -0.4504 -0.7408 -0.2072 -0.459
N 1.881 1.070 -1.052 0.1583 -0.0469 1.7998 -0.231
N -0.163 -0.087 -0.715 0.0221 0.2825 -0.0336 -0.350
O 1.461 0.216 2.446 0.3457 0.0756 -0.8576 -0.578
```
Positions in Å, forces in eV/Å.

---

Below is an isolated molecule of C4H8O2, with properties calculated with ωB97M-V with the def2-TZVPD basis set.

Values from the calculation:
relative energy (zero: lowest compared OMol25 entry of this formula, charge and spin)	43.6	kcal per mole
lowest unoccupied orbital energy	0.91	eV
energy	-307.64295	Eh
SMILES	C=C(CO)OC
charge	0
gap between HOMO and LUMO	10.0	eV

XYZ file:
```
14
Properties=species:S:1:pos:R:3:forces:R:3:nbo_charge:R:1
C 1.144 0.794 1.418 0.0767 0.1865 0.1399 -0.250
C -1.128 1.080 -0.275 0.0550 -0.0453 0.0215 -0.552
C -0.372 -0.017 -0.239 -0.1573 0.0502 -0.0514 0.315
O 0.687 -0.251 0.583 -0.0830 0.0009 -0.0732 -0.527
C -0.605 -1.243 -1.095 -0.3299 0.1474 -0.0176 -0.107
O 0.596 -1.881 -1.454 0.1641 -0.0414 0.1009 -0.707
H 0.609 0.783 2.374 0.0158 0.0378 -0.1163 0.183
H 1.019 1.771 0.942 0.0569 -0.1286 0.0057 0.186
H 2.207 0.615 1.588 -0.1355 -0.0101 0.0553 0.197
H -1.914 1.149 -1.019 0.1010 -0.0534 0.1057 0.216
H -1.019 1.913 0.409 0.0178 -0.1393 -0.0947 0.207
H -1.268 -1.933 -0.546 0.1340 0.0953 -0.0408 0.170
H -1.119 -0.952 -2.015 0.0457 -0.0189 0.1504 0.192
H 1.161 -1.829 -0.671 0.0385 -0.0809 -0.1854 0.477
```
Positions in Å, forces in eV/Å.

---

Below is a structure of composition C10H30CuF3N12O8 in a non-equilibrium geometry, with properties calculated with ωB97M-V with the def2-TZVPD basis set.

Values from the calculation:
relative energy (zero: lowest compared OMol25 entry of this formula, charge and spin)	188.8	kcal per mole
lowest unoccupied orbital energy	-3.04	eV
energy	-3598.03722	Eh
charge	0
gap between HOMO and LUMO	3.5	eV

XYZ file:
```
64
Properties=species:S:1:pos:R:3:forces:R:3:nbo_charge:R:1
Cu 0.372 0.945 0.861 0.0401 -0.1161 0.0513 0.965
C -2.142 -3.498 -1.631 0.5909 2.5418 2.9256 0.308
O -3.537 -3.554 -1.286 -0.8547 -1.3018 1.9403 -0.573
O -1.502 -2.423 -0.934 -0.8467 -2.8121 -1.6345 -0.972
C -1.468 -4.931 -1.483 -1.5882 1.5713 -0.2387 0.919
F -0.210 -4.777 -1.880 0.4719 -0.8852 0.3066 -0.321
F -1.534 -5.499 -0.235 0.6572 0.3242 -1.2180 -0.344
F -2.091 -5.797 -2.356 0.6677 0.1906 0.7998 -0.353
C -3.962 -4.007 0.058 -0.4282 0.1935 0.0300 -0.069
C -5.517 -4.096 0.051 1.7359 0.3727 -1.0596 -0.629
H -5.962 -3.115 -0.117 -0.0240 0.0651 0.3340 0.199
H -5.683 -4.642 -0.878 -0.6581 -0.4361 0.2878 0.216
H -5.885 -4.578 0.957 -0.1180 -0.0337 -0.2273 0.201
H -3.618 -3.454 0.931 0.1691 1.3753 -0.5146 0.160
H -3.567 -4.957 0.418 -0.0179 -0.6170 -1.1634 0.171
H -2.246 -3.367 -2.708 0.4618 0.0789 -0.4031 0.120
C 1.604 2.549 5.402 -1.3805 -1.2505 1.1457 0.741
O 0.911 1.955 4.658 -2.2812 -2.3188 -4.4939 -0.677
N 2.829 2.248 5.681 5.6912 -0.6509 0.2489 -0.815
N 1.066 3.307 6.301 -1.3006 4.1385 3.4241 -0.817
H 3.384 1.616 5.121 -0.4170 0.2090 -0.1385 0.408
H 3.354 2.798 6.346 -0.0763 -0.2592 -0.1780 0.378
H 1.692 3.833 6.894 -0.6677 0.0532 0.1832 0.370
H 0.069 3.397 6.434 0.3994 0.0067 -0.4177 0.415
C 1.765 -2.733 3.248 -0.3197 0.9950 -0.2151 0.750
O 2.464 -2.330 2.359 1.4426 0.5413 -2.0201 -0.690
N 2.171 -2.797 4.485 2.1264 -0.2288 3.0669 -0.834
N 0.491 -2.989 3.130 -3.3016 -0.6615 -1.3551 -0.830
H 3.152 -2.566 4.557 -0.2441 -0.2866 0.7891 0.407
H 1.585 -3.150 5.228 0.6703 0.1058 -0.0559 0.390
H -0.106 -3.110 3.935 0.0021 0.0200 -0.5512 0.386
H 0.121 -2.791 2.211 -0.5081 -0.3767 0.1686 0.423
C 5.282 2.463 0.616 -1.5103 -2.3320 -3.6107 0.758
O 4.097 2.210 0.454 -0.8927 -0.6605 -0.4772 -0.711
N 5.679 3.139 1.607 1.5889 3.4317 4.9585 -0.806
N 6.256 2.101 -0.232 0.7991 -1.1243 -2.1181 -0.843
H 6.523 3.686 1.509 -0.2533 0.0113 0.4022 0.390
H 4.892 3.493 2.132 0.4824 0.3313 0.2546 0.405
H 5.975 1.600 -1.063 -0.0415 0.0739 0.1569 0.413
H 7.252 2.094 -0.064 -0.4156 0.1896 0.3840 0.395
C -3.064 1.310 -4.609 -0.3499 1.1048 -1.3550 0.749
O -3.099 2.154 -5.486 0.1587 0.4418 -0.3477 -0.682
N -3.949 0.380 -4.395 -3.5702 -2.7113 -0.5301 -0.818
N -2.148 1.183 -3.691 4.2933 1.4946 2.2497 -0.840
H -4.586 0.178 -5.151 -0.0114 -0.1731 0.3689 0.401
H -3.680 -0.342 -3.742 -0.6601 -0.2247 -0.4250 0.391
H -2.137 0.469 -2.977 0.1502 0.2263 -0.2065 0.405
H -1.396 1.852 -3.770 0.0331 -0.3272 0.4029 0.392
C -2.757 4.523 -0.148 0.8342 -0.4632 -0.3669 0.765
O -1.817 4.034 0.442 1.0581 -0.6492 0.4325 -0.696
N -3.989 4.570 0.295 -3.3114 -0.0492 1.7759 -0.816
N -2.716 5.043 -1.371 1.4950 1.1301 -3.0504 -0.839
H -4.262 4.005 1.086 0.1462 0.2661 -0.1202 0.406
H -4.697 4.793 -0.389 -0.0842 -0.2668 0.5022 0.385
H -1.902 4.913 -1.956 -0.0184 0.0988 0.4338 0.404
H -3.419 5.639 -1.783 0.0295 -0.3263 0.3675 0.392
C 3.673 -0.218 -4.148 -4.1579 -1.4292 0.2828 0.753
O 4.714 0.228 -4.256 9.1274 3.2309 0.0991 -0.650
N 2.966 -0.438 -5.232 -3.3626 -1.0558 -2.6676 -0.846
N 3.104 -0.518 -2.992 -1.5301 -0.4979 2.1295 -0.846
H 3.410 -0.358 -6.135 -0.2003 0.3299 0.4149 0.407
H 1.962 -0.350 -5.156 0.1412 -0.3436 -0.5360 0.378
H 2.152 -0.857 -2.985 0.4213 -0.2679 0.5016 0.395
H 3.683 -0.468 -2.166 -0.4821 -0.0072 -0.1235 0.409
```
Positions in Å, forces in eV/Å.